A molecular structure, C38H59N4O2PSe2Ta, computed with ωB97M-V/def2-TZVPD.

Last column: Mulliken charge in e.
Cartesian coordinates (Å):
C 4.54 13.12 8.14  -0.910
C 15.71 6.63 11.40  -1.230
C 12.14 11.81 7.48  1.114
H 7.57 7.33 8.13  0.459
N 13.42 9.92 8.36  -0.005
H 11.49 5.92 10.72  0.009
Se 4.32 12.51 10.05  0.074
C 10.53 11.43 13.63  -1.924
H 6.38 8.49 12.09  0.545
H 14.46 8.17 8.03  0.270
H 10.48 10.55 12.99  0.013
C 13.47 11.68 15.59  -1.790
H 14.26 14.00 13.96  0.291
N 12.78 10.62 11.47  0.416
H 12.17 5.07 12.19  0.457
H 12.16 9.63 15.52  0.351
C 10.93 11.54 8.28  0.370
C 13.50 6.56 11.46  0.749
H 12.45 11.68 16.02  0.379
H 12.18 14.38 13.69  0.374
H 14.29 11.52 7.39  0.351
C 8.56 8.50 11.77  -1.135
H 13.20 13.19 10.29  0.196
H 15.42 9.67 14.88  0.639
H 12.17 9.15 13.76  0.034
H 4.79 14.97 10.64  0.295
H 14.65 14.19 10.45  0.631
C 12.78 9.48 14.62  -1.270
H 5.40 8.21 7.24  0.370
H 8.89 8.87 12.73  0.449
H 15.26 9.90 13.14  0.142
C 14.65 5.88 11.85  -1.352
H 16.74 6.52 11.50  0.645
H 6.39 14.10 10.54  0.244
O 10.95 10.71 9.33  0.333
H 14.11 11.36 16.37  0.512
H 10.46 12.48 10.95  0.105
H 13.82 12.72 15.22  0.231
C 15.48 12.15 11.35  -1.682
C 9.79 13.24 6.91  -0.693
C 13.33 11.10 7.72  -0.717
H 6.14 9.14 5.94  0.409
H 5.60 12.40 6.37  0.460
C 10.71 13.11 11.78  -2.033
C 12.14 6.04 11.65  -0.912
H 9.50 11.87 13.57  0.706
H 16.77 9.25 11.00  0.410
P 13.09 11.65 12.66  -1.517
C 14.41 12.90 12.08  2.461
H 16.01 11.44 11.98  0.381
C 10.29 7.66 8.47  -0.715
H 9.85 7.39 7.51  0.358
H 16.70 8.50 9.47  0.426
H 6.06 11.79 8.03  -0.064
H 15.63 14.56 12.92  0.487
H 15.75 13.06 13.81  0.367
H 5.87 7.70 9.89  0.312
C 16.04 8.87 10.30  -0.794
Ta 12.27 9.37 10.13  2.024
C 11.38 12.52 13.02  2.924
H 14.62 5.02 12.50  0.419
H 11.27 13.95 11.38  0.360
H 10.70 11.17 14.73  0.128
C 6.94 7.79 10.16  -0.598
H 14.12 8.99 6.54  0.487
C 9.84 12.38 7.97  -0.744
C 11.01 13.44 6.17  -0.631
C 15.20 7.78 10.84  -0.094
C 5.26 12.09 7.34  -0.381
C 7.22 8.31 11.46  -0.868
C 9.25 7.85 9.45  1.539
C 15.03 10.41 14.10  -1.814
C 12.19 12.85 6.50  -1.165
H 15.40 9.69 9.85  -0.218
H 8.93 13.74 6.56  0.586
C 12.38 7.88 7.41  -0.690
Se 4.25 10.48 6.96  0.045
C 11.42 13.70 13.97  -1.949
H 6.52 9.52 7.67  -0.042
H 5.27 13.87 11.95  0.301
C 7.86 7.59 9.18  -1.090
H 15.06 11.68 10.44  -0.017
H 13.51 8.67 14.73  0.462
H 3.45 13.24 7.86  0.378
H 10.93 14.20 5.40  0.396
C 13.65 8.73 7.55  -0.722
H 16.20 12.91 11.04  0.661
C 9.57 8.33 10.80  0.683
C 13.79 13.81 11.01  -1.708
O 10.81 8.67 11.21  -0.446
H 10.40 14.08 13.96  0.554
H 9.77 13.64 12.09  0.592
H 13.15 13.13 6.00  0.410
C 5.34 14.02 10.86  -0.870
H 4.91 14.16 8.09  0.416
H 11.63 6.67 12.37  0.117
H 8.92 12.24 8.58  0.519
H 15.62 11.33 14.21  0.255
H 11.73 8.14 6.52  0.419
H 12.76 6.82 7.27  0.379
N 13.80 7.72 10.80  0.233
C 5.76 9.18 6.96  -0.666
H 11.69 13.44 14.97  0.314
H 13.19 14.67 11.47  0.219
C 13.56 10.77 14.34  2.305
N 11.61 7.83 8.64  0.199
C 15.05 13.70 13.26  -1.696

Calculated values
Molar mass in g mol⁻¹: 973.758
Net charge: +1
Calculated total energy in eV: -191946.1125
HOMO-LUMO gap in eV: 4.364
Energy relative to the best compared isomer or geometry (same formula, charge and spin) in kJ/mol: 45.8


C7H9NS in the gas phase, computed with ωB97M-V/def2-TZVPD.

Last column: Mulliken charge in e.
Cartesian coordinates (Å):
H -3.45 -1.69 0.39  0.401
C -2.58 -1.17 0.10  -0.240
H 1.88 2.97 -0.60  0.381
H 1.28 -2.69 -0.25  0.362
C -0.06 0.46 -0.10  0.824
H -1.29 -2.76 -0.12  0.363
H 1.55 -1.33 0.83  0.381
C 1.19 -1.61 -0.21  -1.899
H 1.78 -1.25 -0.93  0.453
H 0.22 3.17 -0.08  0.359
C -1.33 -1.72 0.05  -0.520
H 1.87 0.51 0.14  0.427
S -1.66 1.19 -0.14  -0.072
C -0.19 -0.98 -0.11  0.722
C 1.05 1.16 0.06  -0.316
H 1.42 3.00 0.95  0.378
C 1.15 2.66 0.00  -1.568
N -2.85 0.07 0.03  -0.436

Calculated values
Molar mass in g mol⁻¹: 139.223
Calculated total energy in eV: -19727.7394
HOMO-LUMO gap in eV: 7.668
Energy relative to the best compared isomer or geometry (same formula, charge and spin) in kJ/mol: 164.0


A molecular structure, C22H26N2OPS2Se2Zr, computed with ωB97M-V/def2-TZVPD.

Last column: Mulliken charge in e.
Cartesian coordinates (Å):
Zr -0.70 1.18 1.27  1.111
H 2.48 3.42 2.80  0.496
C 0.26 -1.10 -2.51  1.152
C 1.40 -2.34 -0.08  1.229
H 1.36 0.68 -3.03  0.384
H -2.21 0.89 5.93  0.450
H -4.44 2.09 0.54  0.313
H 4.49 -3.66 -0.51  0.470
H 3.10 -1.80 -1.31  0.415
Se 1.44 0.93 -0.21  -0.354
C 1.75 -0.33 3.50  -0.457
H -1.05 -3.29 -4.73  0.456
C 3.02 0.08 3.11  -0.472
C -1.17 1.07 5.66  -1.051
H 3.59 -5.26 1.14  0.466
S -1.77 3.15 0.20  -0.526
C -2.19 2.33 -3.75  -1.162
C 1.68 -4.30 1.29  -0.740
P 0.46 -0.98 -0.75  0.824
C 3.48 -3.54 -0.12  -0.751
C 0.99 1.99 3.38  -0.197
H 1.14 0.32 -5.45  0.502
C 2.97 -4.44 0.80  -0.540
C 2.27 2.37 2.98  -0.654
N -3.79 2.51 -1.42  -0.206
H -2.76 1.40 -3.78  0.408
H 3.81 -0.65 3.01  0.491
C 0.75 0.62 3.65  0.321
H -1.33 2.22 -4.41  0.338
C -4.75 2.68 -0.32  -0.921
H 0.24 2.74 3.60  0.542
H -4.18 2.37 -2.34  0.258
H -0.06 -1.66 -6.30  0.457
H -0.73 2.81 -2.26  0.302
H -0.13 -3.16 1.21  0.350
N -1.71 2.58 -2.39  -0.031
C -2.49 2.67 -1.34  0.777
C 0.88 -3.25 0.85  -0.337
C -0.53 -2.42 -4.36  -0.752
C 2.70 -2.49 -0.57  -0.696
H -2.80 3.16 -4.10  0.411
H 4.27 1.73 2.58  0.473
C -0.41 -2.23 -2.99  -0.614
H -5.71 2.32 -0.66  0.352
Se -1.56 -0.96 0.22  -0.400
H -0.98 2.13 5.50  0.355
C 0.02 -1.50 -5.24  -0.505
H -0.82 -2.97 -2.31  0.406
H 1.28 -5.01 1.99  0.460
O -1.69 0.89 3.07  -0.518
H 1.55 -1.38 3.71  0.461
C 3.28 1.42 2.86  -0.649
C 0.82 -0.18 -3.39  -0.458
H -4.83 3.73 -0.04  0.368
H -0.52 0.66 6.43  0.442
S -0.87 0.13 4.18  0.492
C 0.70 -0.38 -4.76  -0.741

Calculated values
Molar mass in g mol⁻¹: 678.715
Net charge: +3
Calculated total energy in eV: -191174.3182
HOMO-LUMO gap in eV: 7.182
Energy relative to the best compared isomer or geometry (same formula, charge and spin) in kJ/mol: 9.6


2 unconnected molecules or ions with the total composition C2H4IN, computed with ωB97M-V/def2-TZVPD.

Last column: Mulliken charge in e.
Cartesian coordinates (Å):
H -0.45 -1.08 -1.19  0.414
N 1.35 0.72 -0.52  -0.549
C -0.68 -0.47 -0.39  -0.864
H -0.04 0.80 1.11  0.363
H 2.13 1.25 -0.06  0.257
H -0.04 -1.73 1.06  0.110
I -2.59 -0.01 -0.14  0.156
C 0.33 0.51 0.14  0.113

Calculated values
Molar mass in g mol⁻¹: 168.965
Calculated total energy in eV: -11725.0459
HOMO-LUMO gap (spin up / spin down) in eV: 8.498 / 8.086
Energy relative to the best compared isomer or geometry (same formula, charge and spin) in kJ/mol: 382.5


A molecular structure, C36H39FN6O5PTi, computed with ωB97M-V/def2-TZVPD.

Last column: Mulliken spin population.
Cartesian coordinates (Å):
H -3.27 2.57 -0.86  0.000
H 3.20 0.24 3.58  0.000
H 3.00 -1.45 3.14  0.000
C -4.95 -0.58 -2.11  0.000
C 2.22 -0.65 -5.29  -0.001
C 0.02 -1.78 3.67  0.001
C -3.73 0.74 0.14  -0.001
H -1.05 -1.67 3.50  0.001
C -5.59 -1.17 -3.20  0.000
H 2.71 3.17 0.36  -0.001
C -3.85 2.10 -0.07  0.001
C 2.10 3.33 -0.53  0.006
H 4.73 -3.79 -1.91  0.000
C -4.46 0.14 1.16  0.002
N 3.05 0.31 -0.76  0.051
C 4.37 0.25 -4.70  0.000
H -1.06 3.00 -1.64  -0.004
C 2.67 0.03 -3.05  -0.001
H 2.39 -4.54 -1.36  0.000
O -2.04 -2.31 -0.06  -0.003
H -1.85 -1.82 -2.59  -0.001
H -0.74 1.10 4.22  -0.001
C 1.85 -2.78 -0.40  0.010
H -4.37 -0.93 1.33  -0.001
H 2.37 -3.11 -2.38  0.000
C 2.56 -0.63 3.72  0.004
H -6.65 -0.99 -3.36  0.000
C 1.96 0.09 5.94  0.000
C 0.58 3.74 -2.80  0.002
C 0.32 0.89 4.36  0.008
C 2.66 -3.48 -1.39  0.003
H 2.53 1.01 5.75  0.000
H -0.01 3.92 -3.69  0.000
C -5.30 0.90 1.96  0.000
H -5.52 0.05 -1.44  0.000
H -6.06 2.86 2.38  0.000
H -5.86 0.42 2.75  0.000
H 0.85 1.84 4.25  0.000
C -2.85 -0.12 -0.75  0.002
O 0.92 0.07 -1.45  -0.010
H 5.37 0.55 -4.99  0.000
O 2.47 0.38 0.39  -0.027
C 3.95 0.42 -3.39  0.002
H 2.08 -0.18 6.99  0.000
C 3.51 -0.29 -5.65  0.001
H 2.09 -3.00 4.72  0.000
F 2.50 4.51 -3.93  0.000
H -0.92 2.51 0.78  -0.004
H 0.78 -0.76 -3.68  -0.001
C 2.70 3.84 -1.67  0.004
C -3.60 -0.79 -1.89  0.003
P 0.88 -0.27 3.03  -0.004
N 2.21 0.18 -1.71  -0.013
H 4.60 0.85 -2.65  0.000
H 4.45 -3.65 -0.17  0.000
C 0.00 3.24 -1.64  -0.003
C -2.89 -1.61 -2.77  -0.001
C 0.15 2.33 0.71  0.033
H -5.38 -2.42 -4.92  0.000
H 1.54 -1.06 -6.03  0.000
N 0.55 0.35 5.70  0.000
H -1.25 -0.72 5.69  0.000
C -2.05 -1.11 0.13  0.006
C -4.68 2.87 0.73  0.000
N 2.52 -0.99 5.13  -0.001
H -4.76 3.93 0.56  0.000
O -1.34 -0.47 1.02  0.001
C -4.88 -1.97 -4.08  0.000
N 1.23 -2.22 0.38  -0.002
Ti 0.44 0.20 0.47  0.981
C 1.78 -0.49 -3.99  0.000
C -5.41 2.27 1.75  0.000
C -0.20 -0.89 5.90  0.000
C 1.71 -2.19 5.35  0.000
H 4.40 -2.21 -1.20  0.000
H 0.35 -2.64 3.09  0.001
H -1.53 0.37 -2.14  0.002
O -1.81 0.72 -1.29  -0.008
H 3.75 4.09 -1.69  0.000
C 0.74 3.00 -0.48  -0.045
C 1.93 4.03 -2.80  -0.004
H -0.10 -1.17 6.96  0.000
C -3.52 -2.18 -3.86  0.000
C 4.16 -3.27 -1.15  0.001
H 0.63 2.67 1.63  0.012
H 1.83 -2.49 6.40  0.000
H -2.96 -2.82 -4.53  0.000
H 3.84 -0.41 -6.68  0.000
N 0.28 -2.01 5.09  0.001

Calculated values
Molar mass in g mol⁻¹: 733.584
Calculated total energy in eV: -92264.0662
Spin multiplicity: 2
HOMO-LUMO gap (spin up / spin down) in eV: 7.125 / 7.019
Energy relative to the best compared isomer or geometry (same formula, charge and spin) in kJ/mol: 246.9
Expectation value of S²: 0.754


3 unconnected molecules or ions with the total composition C17H27F5N3O8P2, computed with ωB97M-V/def2-TZVPD.

Last column: Mulliken charge in e.
Cartesian coordinates (Å):
H 4.44 4.64 -3.67  0.297
H -4.30 -1.46 2.32  0.278
H 0.71 -6.56 6.42  0.291
N 6.12 3.36 -3.49  -0.160
H -2.57 3.17 0.71  0.176
O 2.38 -0.04 -0.31  -0.454
H 0.55 -2.47 3.98  0.193
F 0.40 0.20 -3.01  -0.236
H -4.57 -3.89 -2.54  0.332
C -5.66 -2.66 0.81  -0.409
H -6.76 -3.84 -0.93  0.342
H 1.41 -4.03 3.91  0.346
H -1.53 -3.69 4.48  0.167
C -0.06 1.46 -2.50  0.509
N -0.60 -4.08 4.56  -0.115
C -0.53 -5.10 5.46  0.753
O -0.93 -1.89 1.37  -0.405
F 1.05 2.20 -2.15  -0.127
C -1.95 0.40 0.84  -1.113
H -1.40 5.15 -1.89  0.329
C 4.07 2.16 -4.14  -0.844
O 1.05 -0.34 -0.22  -0.069
H 3.49 2.51 -3.29  0.014
C 0.81 -5.77 5.67  -1.193
P -0.12 4.43 -0.20  0.983
C -1.21 1.20 -1.45  0.719
H 3.76 1.14 -4.38  0.300
F -0.66 2.10 -3.63  -0.247
O -0.57 5.88 0.64  -0.454
C -3.12 -1.98 0.31  0.397
C -1.83 -1.17 0.88  0.103
H 0.42 0.59 1.61  0.470
H 3.88 2.79 -5.02  0.408
C -4.52 -3.37 -1.51  -0.519
H 0.17 -3.64 2.70  0.212
C -5.78 -3.35 -0.58  -0.406
H -1.46 5.70 1.03  0.328
H 5.63 5.05 -2.41  0.275
H 2.76 -0.51 -1.09  0.350
F -1.90 0.03 -1.93  -0.157
C 5.54 2.17 -3.81  0.651
P -1.15 2.83 0.81  -0.146
N -0.92 1.19 0.00  0.466
H 1.54 -5.04 6.04  0.338
H 1.15 1.68 0.34  0.510
H -1.90 0.78 1.94  0.595
C -3.19 -2.67 -1.06  -0.203
C 5.50 4.67 -3.42  -0.776
O -0.52 4.71 -1.82  -0.441
H -2.30 -2.67 -1.77  0.360
H -6.55 -2.65 1.55  0.319
H 6.01 5.33 -4.12  0.283
C 0.46 -3.53 3.75  -0.683
O 1.40 4.33 -0.05  -0.599
F -2.19 2.24 -1.65  -0.264
C -4.35 -1.96 1.29  -0.344
H 1.15 -6.22 4.74  0.339
O 6.22 1.15 -3.82  -0.650
C 0.45 0.77 0.46  -0.685
O -1.53 -5.45 6.07  -0.638
H -2.98 0.73 0.46  0.674
H 7.10 3.29 -3.28  0.226

Calculated values
Molar mass in g mol⁻¹: 558.354
Net charge: +1
Calculated total energy in eV: -71066.2365
HOMO-LUMO gap in eV: 5.784


2 unconnected molecules or ions with the total composition C3H2ClNO, computed with ωB97M-V/def2-TZVPD.

Last column: Mulliken spin population.
Cartesian coordinates (Å):
Cl 3.67 -0.09 0.13  0.000
C -1.19 0.00 0.69  0.601
O -2.48 1.78 -0.37  0.462
C -0.50 -1.82 -0.92  0.221
N -0.71 -1.00 -0.10  0.007
H -0.92 -0.02 1.74  0.076
H 3.91 0.12 -1.33  0.000
C -1.79 1.04 0.16  0.632

Calculated values
Molar mass in g mol⁻¹: 103.508
Calculated total energy in eV: -19197.1745
Spin multiplicity: 3
HOMO-LUMO gap (spin up / spin down) in eV: 6.664 / 8.983
Energy relative to the best compared isomer or geometry (same formula, charge and spin) in kJ/mol: 122.7
Expectation value of S²: 2.012


A molecular structure, C18H52KNO11, computed with ωB97M-V/def2-TZVPD.

Last column: Mulliken spin population.
Cartesian coordinates (Å):
H -4.17 1.91 -0.95  0.000
H 2.74 1.50 -2.63  0.000
N -0.95 -0.77 -0.98  0.014
C -0.29 2.34 -3.43  0.004
H -2.54 2.60 -0.66  -0.003
H 0.90 3.99 -2.54  0.000
O -1.42 1.59 -3.28  0.034
H 3.85 0.89 -1.37  0.000
H -0.13 -5.13 2.30  0.000
H 1.49 -0.81 -3.74  -0.001
O -1.07 0.42 -0.69  0.304
C 0.89 2.63 1.90  0.001
H 4.07 2.81 0.45  0.000
H -2.76 -5.98 3.40  0.000
C -3.52 4.78 0.98  0.000
C 3.39 2.91 1.30  0.000
H -0.42 3.41 -1.53  -0.001
H -1.58 1.28 -2.38  0.004
H 1.72 -3.56 0.26  0.000
C -0.94 -5.78 1.99  0.000
H 0.74 -0.74 2.38  -0.005
H 0.15 -2.41 2.53  0.002
H -2.23 -4.43 3.11  0.000
H -3.09 -5.23 1.85  0.000
H 2.73 -0.96 5.52  0.000
H 1.80 -2.75 3.84  0.000
O 0.41 -2.10 5.25  0.000
H 3.10 -0.65 3.84  0.000
O 4.68 -0.04 -3.51  0.001
H -0.38 -7.51 1.43  0.000
H -3.72 4.34 1.96  0.000
C -0.84 -5.58 0.44  0.002
C 2.28 -0.72 4.55  0.000
O 2.09 1.00 0.87  0.000
H 1.19 0.66 0.82  -0.004
H -4.20 4.47 -0.96  0.000
H -5.91 4.33 0.71  0.000
H -2.44 4.74 0.81  0.000
H 0.08 1.64 -5.51  0.000
C 1.26 -1.86 4.16  0.000
H 0.45 3.62 2.00  0.000
K -1.38 -2.86 -4.41  0.001
H -3.27 2.04 0.63  0.000
O -0.86 -1.20 -2.15  0.251
H 2.12 0.40 -1.49  0.000
O -0.62 -7.12 2.27  0.000
C 1.96 2.39 0.90  0.001
O -5.53 3.54 0.32  0.000
C -4.24 3.88 -0.04  0.000
C 3.03 0.63 -2.04  -0.003
H -0.66 -1.17 3.42  0.000
H 1.57 2.78 -0.04  0.000
H -1.80 -5.84 -0.01  0.000
H 3.87 2.50 2.19  0.000
H 1.16 2.61 2.95  0.000
H -0.76 4.48 -2.84  0.001
H -2.66 -2.31 -0.22  -0.006
C 2.46 -0.60 -4.19  -0.001
O 1.92 -2.69 -0.09  0.003
O -3.41 -2.88 -0.05  0.001
C 0.32 -1.47 3.06  0.006
H 0.51 1.74 -3.00  -0.002
H 1.75 0.20 4.76  0.000
H 3.32 -1.35 -2.52  0.000
C 3.37 -0.42 -3.08  0.002
H -0.86 -4.53 0.16  -0.007
C -3.56 2.53 -0.29  0.004
H 1.10 -2.40 -0.49  -0.004
H 0.08 -5.96 -0.02  0.000
C -2.32 -5.39 2.60  0.000
H 2.39 0.36 -4.72  0.000
H 4.72 0.70 -4.12  0.000
H 0.97 3.04 -5.08  0.000
H 0.95 -2.26 6.03  0.000
H 2.85 -1.26 -4.97  0.000
C 0.04 2.52 -4.87  0.008
C -0.13 3.63 -2.56  0.002
H -3.89 -2.44 0.66  0.000
H -3.73 5.85 0.93  0.000
H -0.74 3.15 -5.30  0.001
H 0.03 1.96 1.78  -0.001
O -0.81 -1.59 -0.10  0.394
H 3.36 3.97 1.52  0.000

Calculated values
Molar mass in g mol⁻¹: 497.708
Net charge: +1
Calculated total energy in eV: -59832.1978
Spin multiplicity: 2
HOMO-LUMO gap (spin up / spin down) in eV: 7.026 / 2.718
Expectation value of S²: 0.757